ORCA calculation (the ωB97M-V functional and the def2-TZVPD basis) on C27H31ClN4O5 in the gas phase at a distorted geometry.

Geometry as ORCA input:
```
! wB97M-V def2-TZVPD RIJCOSX def2/J DEFGRID3
* xyz 0 1
Cl -6.544 1.357 1.154
O 3.969 1.632 2.569
O 2.796 -0.398 -2.671
O 1.962 -2.192 1.543
O -4.931 -4.734 -3.077
O -4.693 -4.159 0.427
N 1.815 -1.014 -3.382
N -3.230 -3.876 -1.805
N 2.715 -0.745 3.101
N 3.166 0.846 0.629
C -1.226 -2.663 -2.253
C -5.168 -2.879 0.521
C 3.605 -1.172 -0.497
C 1.117 -1.090 -1.172
C 3.103 3.243 1.004
C 2.658 -1.251 1.865
C -5.281 -0.909 1.902
C -4.861 -2.207 1.705
C -1.594 -2.924 -4.983
C -6.014 -0.271 0.912
C 3.154 5.707 1.548
C 2.978 6.796 3.845
C -5.896 -2.228 -0.468
C 3.458 1.852 1.479
C 3.662 6.805 2.483
C 2.499 -0.428 -1.259
C -2.527 -3.467 -4.114
C 3.604 -0.525 0.881
C -6.320 -0.925 -0.268
C 0.876 -1.425 -2.624
C -0.291 -2.121 -3.130
C -0.483 -2.259 -4.506
C -4.413 -4.500 -2.009
C -5.070 -4.934 -0.688
C 2.584 0.996 -0.686
C -2.339 -3.340 -2.742
C 3.517 4.303 2.021
H -4.733 -5.951 -0.461
H 1.134 -1.971 -0.532
H 3.412 -2.242 -0.437
H 2.024 3.291 0.831
H 3.316 7.640 4.441
H -6.137 -2.716 -1.399
H 0.251 -1.838 -5.174
H -5.046 -0.393 2.819
H 4.553 -1.005 -1.009
H 3.597 3.427 0.047
H -1.089 -2.572 -1.185
H 3.028 4.084 2.970
H 1.899 6.869 3.730
H 2.125 -1.130 3.821
H -3.393 -3.987 -4.489
H 0.348 -0.409 -0.800
H 3.231 1.594 -1.341
H -6.158 -4.955 -0.824
H -4.294 -2.727 2.460
H 3.489 7.773 2.007
H 1.603 1.478 -0.635
H 2.068 5.790 1.452
H 4.739 6.691 2.618
H -6.886 -0.422 -1.035
H 3.207 5.884 4.391
H 3.275 0.085 3.281
H 4.598 -0.500 1.341
H 3.585 5.868 0.556
H 4.593 4.235 2.185
H -2.952 -3.764 -0.836
H -1.743 -3.028 -6.047
*
```

Calculated values
relative energy (zero: lowest compared OMol25 entry of this formula, charge and spin)	4.3	kcal/mol
E	-2102.92573	Eh
HOMO energy	-8.48	eV

These are the natural (NBO) partial charges, in e, on atoms 1 to 8: atom 1 (Cl): 0.00, atom 2 (O): -0.67, atom 3 (O): -0.36, atom 4 (O): -0.64, atom 5 (O): -0.60, atom 6 (O): -0.50, atom 7 (N): -0.08, atom 8 (N): -0.60

ORCA calculation (the ωB97M-V functional and the def2-TZVPD basis) on 9 unconnected molecules or ions with the total composition C36H62N6O20 at a distorted geometry.

Geometry as ORCA input:
```
! wB97M-V def2-TZVPD RIJCOSX def2/J DEFGRID3
* xyz 0 1
O 16.011 -0.996 5.597
O 6.491 5.640 8.864
O 10.159 7.131 6.540
O 15.752 7.222 6.058
O 16.208 9.507 4.020
O 15.261 15.588 9.903
O 16.029 16.386 7.244
O 15.148 -1.402 8.276
O 14.088 12.486 5.569
O 14.209 9.514 6.416
O 6.363 10.896 10.291
O 8.481 6.465 8.834
O 17.270 9.376 7.296
O 11.666 4.815 6.524
O 12.914 11.874 8.189
O 16.153 3.892 5.664
O 12.591 2.281 5.182
O 16.796 10.697 2.248
O 12.128 2.192 7.901
O 5.820 3.018 2.087
N 7.526 6.082 9.471
N 18.229 4.915 7.211
N 9.276 11.911 8.429
N 16.886 12.238 9.623
N 16.740 10.430 3.445
N 6.854 5.614 2.849
C 14.278 0.660 5.391
C 14.649 -0.514 7.555
C 8.113 11.141 8.783
C 6.145 3.327 3.493
C 13.697 12.784 8.019
C 17.033 10.837 9.334
C 12.230 5.867 6.240
C 13.685 5.994 6.009
C 7.613 4.796 5.070
C 7.459 11.744 10.057
C 5.015 1.946 1.809
C 13.559 0.377 8.070
C 11.523 7.148 6.456
C 13.642 8.423 6.444
C 15.817 10.095 9.927
C 19.499 2.835 7.353
C 18.322 8.575 7.867
C 17.005 10.709 7.809
C 18.425 3.637 6.518
C 12.959 1.296 7.328
C 14.884 14.845 8.863
C 15.361 15.328 7.530
C 12.194 8.248 6.651
C 14.925 -0.291 6.137
C 17.211 11.515 4.352
C 5.750 11.270 11.544
C 7.505 6.261 10.932
C 13.220 1.437 5.861
C 8.486 9.657 8.912
C 14.249 13.228 6.690
C 7.269 4.480 3.589
C 14.345 7.144 6.124
C 15.047 14.369 6.535
C 14.220 13.619 9.048
C 17.075 2.923 6.237
C 16.159 4.100 4.273
H 3.985 2.130 2.111
H 8.184 11.734 10.871
H 19.069 2.085 8.016
H 14.621 0.936 4.404
H 15.843 9.061 9.582
H 8.579 9.414 9.971
H 7.403 11.262 7.964
H 16.399 11.575 5.077
H 5.229 3.678 3.967
H 17.985 7.932 8.680
H 18.174 11.296 4.814
H 16.643 2.528 7.156
H 17.258 2.083 5.566
H 8.245 5.684 5.110
H 17.095 4.554 3.946
H 7.946 3.917 5.622
H 6.216 10.965 12.482
H 4.795 10.788 11.753
H 14.243 5.081 5.861
H 11.715 2.729 7.220
H 6.804 5.228 5.659
H 15.850 10.138 11.016
H 6.664 5.257 1.924
H 17.622 5.543 6.704
H 20.018 3.478 8.065
H 9.841 6.255 6.770
H 7.575 9.120 8.646
H 17.664 12.832 9.375
H 17.527 4.541 7.832
H 5.033 1.698 0.747
H 17.351 12.455 3.819
H 15.998 3.132 3.800
H 5.444 12.309 11.667
H 5.378 1.108 2.404
H 14.073 13.346 10.082
H 9.946 11.367 7.904
H 8.064 7.097 11.351
H 14.886 10.542 9.580
H 16.769 12.330 10.622
H 7.176 12.787 9.919
H 6.507 2.398 3.933
H 13.812 11.593 5.788
H 18.841 3.762 5.518
H 20.113 2.174 6.741
H 15.393 4.781 3.901
H 5.898 5.773 3.133
H 15.425 15.102 10.714
H 15.382 14.579 5.530
H 9.392 9.325 8.406
H 16.009 8.144 5.992
H 7.735 5.321 11.434
H 17.973 10.469 9.746
H 16.081 11.080 7.365
H 19.287 9.056 8.028
H 17.789 11.388 7.473
H 8.150 4.055 3.108
H 18.588 7.767 7.187
H 16.220 -1.773 6.121
H 6.504 6.619 11.175
H 13.251 0.191 9.088
H 8.979 12.664 7.825
H 11.590 9.137 6.760
*
```

Calculated values
relative energy (zero: lowest compared OMol25 entry of this formula, charge and spin)	93.7	kcal/mol
E	-3241.80557	Eh
HOMO energy	-9.00	eV

These are the Mulliken partial charges, in e, on atoms 1 to 8: atom 1 (O): -0.54, atom 2 (O): -0.53, atom 3 (O): -0.54, atom 4 (O): -0.33, atom 5 (O): -0.54, atom 6 (O): -0.52, atom 7 (O): -0.63, atom 8 (O): -0.63

ORCA calculation (the ωB97M-V functional and the def2-TZVPD basis) on C6H12O in the gas phase at a distorted geometry.

Geometry as ORCA input:
```
! wB97M-V def2-TZVPD RIJCOSX def2/J DEFGRID3
* xyz 0 1
O 0.811 1.757 0.215
C -1.033 -0.900 -0.625
C -0.809 -0.467 1.824
C -0.612 1.522 0.212
C 1.730 -0.142 -1.403
C -0.394 0.003 0.413
C 1.139 0.347 0.021
H -2.115 -0.956 -0.485
H 2.039 0.041 0.526
H -0.423 0.177 2.621
H 1.199 0.334 -2.216
H -1.140 2.076 1.007
H 1.685 -1.248 -1.532
H -0.830 -0.533 -1.634
H -0.624 -1.914 -0.544
H -1.911 -0.475 1.915
H -1.062 1.791 -0.758
H 2.822 0.078 -1.568
H -0.471 -1.491 2.010
*
```

Calculated values
relative energy (zero: lowest compared OMol25 entry of this formula, charge and spin)	42.9	kcal/mol
E	-310.99087	Eh
HOMO energy	-9.42	eV

These are the natural (NBO) partial charges, in e, on atoms 1 to 8: atom 1 (O): -0.54, atom 2 (C): -0.61, atom 3 (C): -0.60, atom 4 (C): -0.06, atom 5 (C): -0.65, atom 6 (C): -0.07, atom 7 (C): 0.11, atom 8 (H): 0.21

ORCA calculation (the ωB97M-V functional and the def2-TZVPD basis) on a molecular structure, C16H14Cl5GaN6S5 at a distorted geometry.

Geometry as ORCA input:
```
! wB97M-V def2-TZVPD RIJCOSX def2/J DEFGRID3
* xyz 0 1
Ga 1.255 -1.454 -0.226
Cl 1.941 -1.157 -3.292
Cl -0.019 -1.608 -5.695
Cl -1.960 -2.123 0.182
Cl -4.015 -2.521 -2.176
Cl -3.006 -2.307 -5.123
S 1.042 -1.915 2.058
S 2.470 -3.402 2.285
S 2.137 -4.581 0.657
S 2.628 -3.300 -0.878
S 0.059 1.133 1.460
N 0.621 1.356 -1.755
N -2.601 0.968 1.329
N 1.878 3.138 -2.009
N 2.726 0.020 -0.145
N 3.687 1.964 0.133
N -1.782 0.327 3.260
C 1.742 1.922 -1.405
C -3.782 0.503 2.044
C 2.689 1.310 -0.499
C 0.294 -1.560 -3.015
C -1.465 -1.977 -1.461
C -1.463 0.764 2.034
C -2.365 -2.168 -2.505
C -0.579 -1.755 -4.075
C -0.875 0.083 4.349
C -0.135 -1.656 -1.689
C 0.768 3.330 -2.784
C 3.767 -0.127 0.735
C 4.367 1.072 0.924
C 0.003 2.211 -2.613
C -3.222 0.237 3.450
C -1.914 -2.066 -3.817
H -0.944 1.964 -3.064
H -3.551 0.993 4.170
H -0.931 0.884 5.093
H 5.195 1.365 1.542
H -2.571 0.993 0.326
H -3.495 -0.748 3.834
H 2.651 3.777 -1.942
H 0.622 4.219 -3.370
H -4.551 1.276 2.047
H -4.192 -0.402 1.590
H 4.006 -1.092 1.153
H 3.860 2.953 0.100
H 0.136 0.024 3.957
H -1.126 -0.866 4.824
*
```

Calculated values
relative energy (zero: lowest compared OMol25 entry of this formula, charge and spin)	20.5	kcal/mol
E	-7163.47592	Eh
HOMO energy	-7.13	eV

These are the natural (NBO) partial charges, in e, on atoms 1 to 8: atom 1 (Ga): 1.25, atom 2 (Cl): 0.07, atom 3 (Cl): 0.05, atom 4 (Cl): 0.06, atom 5 (Cl): 0.05, atom 6 (Cl): 0.06, atom 7 (S): -0.47, atom 8 (S): -0.04

ORCA calculation (the ωB97M-V functional and the def2-TZVPD basis) on a molecular structure, C5H7N at a distorted geometry.

Geometry as ORCA input:
```
! wB97M-V def2-TZVPD RIJCOSX def2/J DEFGRID3
* xyz 0 1
N -0.165 -0.054 1.324
C 0.949 0.689 0.905
C -2.244 0.052 -1.540
C -1.321 -0.296 -0.831
C 1.253 -0.334 -0.222
C -0.210 -0.747 0.032
H 1.519 0.062 -1.232
H -2.871 0.511 -2.354
H 0.691 1.638 0.489
H 2.039 -1.052 0.045
H -0.380 -1.861 0.227
H -1.025 0.487 1.505
H 1.764 0.905 1.653
*
```

Calculated values
relative energy (zero: lowest compared OMol25 entry of this formula, charge and spin)	77.4	kcal/mol
E	-249.34989	Eh
HOMO energy	-9.06	eV

These are the natural (NBO) partial charges, in e, on atoms 1 to 8: atom 1 (N): -0.60, atom 2 (C): -0.21, atom 3 (C): -0.24, atom 4 (C): -0.05, atom 5 (C): -0.40, atom 6 (C): -0.13, atom 7 (H): 0.22, atom 8 (H): 0.25

ORCA calculation (the ωB97M-V functional and the def2-TZVPD basis) on 2 unconnected molecules or ions with the total composition C2H4N3O2S3 at a distorted geometry.

Geometry as ORCA input:
```
! wB97M-V def2-TZVPD RIJCOSX def2/J DEFGRID3
* xyz -1 1
S 4.193 -1.174 -0.353
S 0.059 -2.098 -0.172
S -0.798 0.855 -1.435
O -2.358 -0.084 1.908
O -2.932 1.466 0.389
N -0.008 -0.480 0.557
N 2.193 0.638 -0.838
N -1.004 0.295 0.174
C 2.971 -0.242 -0.531
C -2.127 0.489 0.902
H -0.033 -0.588 1.544
H -2.368 1.748 -0.452
H 1.044 -1.694 -1.117
H 1.167 0.868 -0.577
*
```

Calculated values
relative energy (zero: lowest compared OMol25 entry of this formula, charge and spin)	54.8	kcal/mol
E	-1587.94238	Eh
HOMO energy	-3.74	eV

These are the natural (NBO) partial charges, in e, on atoms 1 to 8: atom 1 (S): -0.09, atom 2 (S): 0.05, atom 3 (S): -0.38, atom 4 (O): -0.67, atom 5 (O): -0.73, atom 6 (N): -0.56, atom 7 (N): -0.66, atom 8 (N): -0.44

ORCA calculation (the ωB97M-V functional and the def2-TZVPD basis) on C6H12N2S in the gas phase at a distorted geometry.

Geometry as ORCA input:
```
! wB97M-V def2-TZVPD RIJCOSX def2/J DEFGRID3
* xyz 0 1
S 0.883 1.907 0.706
N -0.271 -1.513 -0.457
N 0.028 -0.628 -2.586
C 1.591 0.249 0.979
C 0.768 -0.744 1.770
C -0.487 -1.287 0.959
C -0.853 1.682 0.182
C -1.057 0.791 -1.047
C -0.381 -0.534 -1.286
H 1.466 -1.676 1.769
H -0.754 -2.249 1.395
H 2.515 0.404 1.611
H 0.461 -1.506 -2.822
H -0.560 1.383 -1.842
H -1.175 2.716 -0.042
H 0.296 0.212 -3.035
H -1.391 -0.575 1.125
H 0.540 -0.509 2.822
H -1.491 1.365 0.987
H -2.112 0.723 -1.231
H 1.984 -0.212 0.043
*
```

Calculated values
relative energy (zero: lowest compared OMol25 entry of this formula, charge and spin)	18.8	kcal/mol
E	-743.48838	Eh
HOMO energy	-8.59	eV

These are the natural (NBO) partial charges, in e, on atoms 1 to 8: atom 1 (S): 0.17, atom 2 (N): -0.53, atom 3 (N): -0.81, atom 4 (C): -0.55, atom 5 (C): -0.42, atom 6 (C): -0.23, atom 7 (C): -0.52, atom 8 (C): -0.50

ORCA calculation (the ωB97M-V functional and the def2-TZVPD basis) on 2 unconnected molecules or ions with the total composition C5H7BS at a distorted geometry.

Geometry as ORCA input:
```
! wB97M-V def2-TZVPD RIJCOSX def2/J DEFGRID3
* xyz 0 1
S -1.311 -3.362 0.591
C -0.686 -0.129 -0.957
C 0.779 -0.426 1.264
C -0.015 1.200 -1.025
C 1.225 0.845 1.050
C 0.844 1.629 -0.087
B -0.183 -0.943 0.253
H 1.289 2.610 -0.176
H -1.769 0.044 -0.884
H 1.907 1.309 1.752
H -0.579 -0.641 -1.919
H -0.258 1.829 -1.872
H 1.128 -0.953 2.140
H -2.370 -3.013 -0.129
*
```

Calculated values
relative energy (zero: lowest compared OMol25 entry of this formula, charge and spin)	29.8	kcal/mol
E	-617.67885	Eh
HOMO energy	-8.19	eV

These are the natural (NBO) partial charges, in e, on atoms 1 to 8: atom 1 (S): -0.52, atom 2 (C): -0.96, atom 3 (C): -0.71, atom 4 (C): -0.06, atom 5 (C): -0.05, atom 6 (C): -0.29, atom 7 (B): 0.98, atom 8 (H): 0.22

ORCA calculation (the ωB97M-V functional and the def2-TZVPD basis) on 2 unconnected molecules or ions with the total composition C13H16OSe at a distorted geometry.

Geometry as ORCA input:
```
! wB97M-V def2-TZVPD RIJCOSX def2/J DEFGRID3
* xyz 0 3
Se 2.260 -1.819 2.105
O -0.711 -0.684 1.988
C 1.662 -2.662 -0.489
C -0.324 1.616 2.540
C -0.807 0.492 1.665
C 1.986 -1.510 0.233
C -3.190 -0.067 -0.921
C -1.680 0.288 -0.783
C -1.201 1.118 0.365
C 0.005 2.821 1.494
C 1.612 -0.231 -1.766
C 1.138 -1.315 -2.403
C 2.020 -0.289 -0.423
C -0.748 2.325 0.291
C 1.248 -2.569 -1.876
H 1.737 0.698 -2.189
H 2.621 -3.206 2.107
H -1.501 0.912 -1.714
H 1.001 -3.523 -2.362
H 1.851 -3.516 0.065
H -0.426 3.759 1.788
H 1.057 2.990 1.373
H -3.791 0.819 -1.007
H -3.270 -0.805 -1.725
H -0.954 1.871 3.331
H 2.360 0.598 -0.045
H -0.789 2.955 -0.591
H -0.983 -0.661 -0.599
H 0.754 -0.987 -3.426
H -3.531 -0.646 0.087
H 0.595 1.226 2.888
*
```

Calculated values
E	-2981.40122	Eh
HOMO energy (alpha / beta)	-5.59 / -8.26	eV

These are the natural (NBO) partial charges, in e, on atoms 1 to 8: atom 1 (Se): 0.11, atom 2 (O): -0.22, atom 3 (C): -0.23, atom 4 (C): -0.39, atom 5 (C): 0.21, atom 6 (C): -0.17, atom 7 (C): -0.60, atom 8 (C): -0.42

ORCA calculation (the ωB97M-V functional and the def2-TZVPD basis) on C20H26N4O2S in the gas phase.

Geometry as ORCA input:
```
! wB97M-V def2-TZVPD RIJCOSX def2/J DEFGRID3
* xyz 0 1
S 2.063 3.469 -0.923
O -1.240 -0.795 -2.244
O 1.521 0.290 0.936
N 1.182 0.489 -1.284
N -2.032 -0.687 1.281
N 4.476 2.670 -0.660
N -0.691 -2.220 -0.609
C -1.707 -0.087 0.006
C 3.257 1.321 -2.311
C 2.593 5.377 1.086
C 2.520 0.127 -1.673
C -3.762 -2.401 0.619
C -0.647 1.036 0.181
C -0.982 -1.567 1.740
C -4.127 -4.783 0.496
C -3.394 -1.176 1.425
C 4.324 3.692 0.221
C 3.411 2.421 -1.327
C 0.790 0.565 0.004
C -4.295 -3.449 -1.484
C 5.472 4.103 1.080
C -4.012 -2.314 -0.746
C -4.350 -4.687 -0.867
C -0.649 -2.699 0.756
C -1.215 -1.069 -1.054
C 3.084 4.264 0.232
C -3.832 -3.648 1.231
H 2.487 -0.702 -2.386
H 4.248 0.998 -2.629
H 3.044 -0.187 -0.767
H -0.842 1.824 -0.546
H 0.512 0.661 -2.018
H 2.365 5.014 2.089
H -0.758 1.441 1.187
H -3.991 -1.354 -1.241
H 5.691 5.162 0.950
H -1.272 -1.995 2.700
H 3.356 6.150 1.171
H 2.692 1.668 -3.178
H 6.345 3.519 0.804
H -2.613 0.388 -0.383
H -4.478 -3.364 -2.545
H -0.090 -0.956 1.895
H -4.058 -0.349 1.156
H 5.244 3.928 2.130
H -3.537 -1.388 2.489
H 0.356 -3.077 0.965
H -4.573 -5.572 -1.443
H -0.382 -2.863 -1.325
H -3.658 -3.729 2.295
H -1.359 -3.529 0.862
H 1.691 5.814 0.666
H -4.181 -5.743 0.989
*
```

Calculated values
relative energy (zero: lowest compared OMol25 entry of this formula, charge and spin)	12.6	kcal/mol
E	-1545.45884	Eh
HOMO energy	-8.31	eV

These are the natural (NBO) partial charges, in e, on atoms 1 to 8: atom 1 (S): 0.36, atom 2 (O): -0.67, atom 3 (O): -0.65, atom 4 (N): -0.63, atom 5 (N): -0.44, atom 6 (N): -0.44, atom 7 (N): -0.61, atom 8 (C): -0.13

E of number 3 (C6H12O)?
-310.99087 Eh

Number 8 is which compound?
C5H7BS